Density functional theory data (ωB97M-V/def2-TZVPD) for an isolated ion of composition C6H5FNO2 and charge -1 at a distorted geometry.

Each atom is followed by the atoms it is bonded to, with distances in Å.
CARTESIAN COORDINATES (ANGSTROEM)
1 C 0.54 -1.20 0.01  C2 1.563, H11 1.186, H12 1.191, H13 1.071
2 C -0.85 -0.49 0.00  C1 1.563, C3 1.358, C7 1.350
3 C -0.87 0.87 0.04  C2 1.358, C4 1.380, H14 1.015
4 C -1.96 1.72 0.00  C3 1.380, N5 1.308, H15 1.190
5 N -3.27 1.66 0.02  C4 1.308, F6 1.466
6 F -3.70 3.06 0.04  N5 1.466
7 C -1.77 -1.47 -0.08  C2 1.350, C8 1.343, O10 1.463
8 C -2.90 -2.19 -0.04  C7 1.343, O9 1.208, O10 1.467
9 O -4.08 -2.48 -0.06  C8 1.208
10 O -1.64 -2.92 0.09  C7 1.463, C8 1.467
11 H 1.21 -0.75 -0.86  C1 1.186
12 H 1.22 -0.89 0.94  C1 1.191
13 H 0.51 -2.26 -0.15  C1 1.071
14 H 0.05 1.27 0.19  C3 1.015
15 H -1.53 2.83 -0.10  C4 1.190

Its charge is -1. The structure (SMILES) is C/C(=C/C=N/F)C1=C([O-])O1. The HOMO energy comes out at -0.10935 hartree. The value obtained for the frontier orbital gap is 0.24603 hartree.